C49H56BrN6S2SiSr as an isolated structure at a distorted geometry. Source: the OMol25 dataset; level of theory: ωB97M-V/def2-TZVPD.

Structure (XYZ):
```
116
Properties=species:S:1:pos:R:3:forces:R:3:mulliken_charge:R:1
Sr 1.1704 0.5276 -0.1996 -1.764 1.754 0.602 1.24
C 4.7375 0.2878 -0.6223 -0.200 0.120 -0.160 -1.07
C 4.1272 -0.0650 -2.0420 0.171 0.629 0.063 -0.96
N 2.6800 0.0820 -2.1797 -0.132 -1.095 0.379 0.72
C 1.9649 -1.2154 -1.9690 -0.114 -0.464 -0.121 -1.56
C 2.4892 -1.9954 -0.7146 0.202 0.165 -0.109 -1.01
S 1.7661 -1.9896 0.9902 0.261 0.289 -0.424 0.29
C 3.3396 -1.5332 1.8110 0.137 0.197 0.031 -1.04
C 3.9406 -0.0886 1.7311 -0.439 -0.820 -0.019 -0.91
N 3.7879 0.5978 0.4574 0.277 -0.734 -0.325 0.20
H 5.3947 1.1481 -0.7628 0.036 0.017 -0.003 0.54
H 5.3790 -0.5363 -0.3031 0.001 -0.082 0.014 0.40
H 4.4487 -1.0676 -2.3414 0.048 -0.057 0.020 0.31
H 4.5757 0.6255 -2.7581 0.046 0.012 0.025 0.45
H 2.4085 0.4243 -3.1016 -0.055 0.153 0.067 0.08
H 2.1426 -1.9008 -2.8024 0.087 0.063 -0.077 0.75
H 0.8522 -1.1057 -1.9844 0.722 -0.038 0.108 0.11
H 3.4796 -1.6075 -0.5123 0.146 -0.386 -0.210 0.94
H 2.5785 -3.0379 -0.9911 -0.104 -0.107 -0.005 0.39
H 4.0823 -2.2402 1.4372 0.051 -0.078 0.021 0.45
H 3.1911 -1.7837 2.8632 0.022 0.049 0.036 0.62
H 4.9798 -0.2759 2.0271 0.224 0.502 0.001 0.29
H 3.4726 0.5463 2.4844 -0.035 -0.033 0.054 0.33
H 3.7151 1.5987 0.5866 -0.014 0.015 -0.015 -0.08
Br 0.1904 2.2646 2.3482 -0.141 -0.156 0.204 -0.15
C 1.5950 3.5355 2.4961 0.038 -0.038 -0.172 0.41
C 1.7353 4.1930 3.6779 0.258 0.221 -0.061 -0.61
C 2.7273 5.2050 3.7669 -0.234 -0.147 0.208 -0.69
C 3.4812 5.5227 2.6828 0.133 0.069 -0.166 -0.92
C 3.3178 4.8430 1.4448 0.078 0.105 0.004 1.04
C 4.0561 5.2125 0.2964 0.035 0.075 0.072 -1.03
C 3.8496 4.5453 -0.8777 -0.058 -0.098 -0.084 -1.15
C 2.9436 3.4574 -0.9381 0.112 0.139 0.019 -0.87
C 2.1803 3.0154 0.1335 0.369 0.141 -0.028 0.83
C 2.3836 3.7801 1.3289 -0.360 -0.047 0.106 0.33
H 1.0969 3.9646 4.5192 -0.006 -0.001 0.010 0.48
H 2.8616 5.7357 4.7018 -0.014 -0.009 0.002 0.38
H 4.2161 6.3187 2.7453 0.002 -0.011 -0.018 0.37
H 4.7667 6.0298 0.3614 -0.010 -0.002 0.015 0.32
H 4.3969 4.8442 -1.7672 -0.005 -0.015 -0.002 0.37
H 2.8542 2.9547 -1.9017 0.007 -0.015 -0.011 0.19
S -3.5703 2.1066 -2.1686 -0.070 0.055 -0.028 -0.38
C -3.2169 0.4398 -2.2485 0.020 -0.137 0.001 -0.37
C -2.0186 0.1582 -1.6597 -0.018 0.004 0.167 -0.50
C -1.2944 1.2850 -1.1054 -0.072 -0.277 -0.393 0.17
C -2.0489 2.4027 -1.3466 0.038 0.211 0.242 0.71
C -1.7202 3.7989 -1.0133 0.051 -0.140 -0.046 -0.46
C -2.7031 4.7442 -0.6916 -0.030 -0.012 0.043 -0.66
C -2.3235 6.0348 -0.3824 -0.001 0.020 0.026 -0.70
C -0.9734 6.3642 -0.3862 -0.002 -0.002 -0.006 -0.77
C -0.0690 5.3692 -0.7224 -0.056 -0.073 -0.028 -0.34
N -0.4246 4.1291 -1.0465 0.025 0.103 0.004 0.52
H -3.9092 -0.2465 -2.7154 0.009 0.002 -0.002 0.47
H -1.6620 -0.8652 -1.5834 -0.001 0.046 -0.023 -0.20
H -3.7428 4.4443 -0.6584 0.005 0.014 -0.005 0.49
H -3.0720 6.7739 -0.1208 0.009 0.006 -0.003 0.40
H -0.6289 7.3591 -0.1367 -0.005 0.000 0.006 0.45
H 0.9988 5.5707 -0.7413 0.013 -0.002 0.002 0.24
C -0.3452 -3.0981 -1.0125 0.249 -0.108 -0.091 -1.18
Si -1.4260 -3.6323 0.2915 -0.203 -0.314 0.079 -0.47
C -2.4581 -2.2728 1.1162 -0.056 0.040 0.040 -1.22
N -1.8456 -1.0498 1.6346 -0.086 0.087 0.039 1.43
C -1.0894 -1.2055 2.8819 -0.020 -0.068 -0.109 0.22
C -1.8931 -0.8984 4.1617 0.006 0.012 0.013 -0.79
C -3.3826 -1.1690 3.9715 0.005 -0.020 0.010 -0.74
C -3.9468 -0.3398 2.8057 -0.039 0.024 0.010 -0.89
C -2.8535 -0.0008 1.7746 0.070 -0.039 0.139 -0.48
C -2.9038 -4.8138 -0.1328 0.085 -0.027 -0.017 0.43
C -4.0233 -4.3466 -0.8325 0.045 0.041 -0.006 -0.25
C -5.0623 -5.1858 -1.2094 -0.016 -0.026 -0.005 -0.71
C -5.0122 -6.5393 -0.9007 -0.015 0.025 -0.010 -0.44
C -3.9118 -7.0354 -0.2181 0.019 0.011 0.000 -0.78
C -2.8798 -6.1816 0.1559 -0.008 0.004 0.028 -0.23
C -0.5001 -4.6402 1.6292 0.004 0.024 -0.075 0.75
C -1.1057 -4.9497 2.8496 -0.035 0.055 0.018 0.04
C -0.4599 -5.7014 3.8233 -0.006 0.009 -0.013 -0.77
C 0.8217 -6.1796 3.5886 0.013 0.007 -0.010 -0.54
C 1.4414 -5.9008 2.3775 0.010 -0.024 0.004 -0.61
C 0.7864 -5.1412 1.4169 -0.054 -0.011 -0.038 -0.60
H -0.8602 -2.7809 -1.9257 0.027 0.077 0.047 0.66
H 0.3985 -3.8580 -1.2909 -0.048 0.022 0.000 0.47
H -3.1157 -2.7776 1.8463 -0.033 0.069 -0.010 0.10
H -3.1366 -1.9466 0.3187 0.019 -0.047 -0.034 0.51
H -0.2220 -0.5366 2.8525 0.036 -0.022 0.035 -0.27
H -0.6916 -2.2214 2.9143 -0.055 -0.005 -0.003 -0.04
H -1.7520 0.1517 4.4401 -0.023 0.007 -0.022 0.30
H -1.4988 -1.4931 4.9898 0.016 0.015 0.006 0.46
H -3.9291 -0.9537 4.8932 0.011 0.012 0.000 0.53
H -3.5239 -2.2350 3.7771 -0.011 0.010 0.000 0.13
H -4.3622 0.6008 3.1806 -0.024 -0.015 0.006 0.54
H -4.7728 -0.8770 2.3341 0.022 -0.014 -0.014 0.24
H -2.3587 0.9180 2.0868 0.186 0.121 0.007 -0.05
H -3.2822 0.2097 0.7949 -0.012 -0.005 -0.032 0.20
H -4.0886 -3.2972 -1.1055 0.014 -0.009 0.008 0.31
H -5.9131 -4.7829 -1.7478 0.004 -0.007 0.002 0.40
H -5.8206 -7.1993 -1.1933 0.001 0.006 0.003 0.35
H -3.8559 -8.0906 0.0260 0.005 0.005 0.000 0.37
H -2.0314 -6.5945 0.6914 -0.001 -0.010 0.001 0.29
H -2.1132 -4.5920 3.0447 0.013 -0.014 0.012 0.38
H -0.9558 -5.9168 4.7626 -0.009 0.004 -0.003 0.39
H 1.3311 -6.7683 4.3426 0.006 0.003 -0.008 0.35
H 2.4401 -6.2755 2.1819 -0.002 -0.001 0.005 0.39
H 1.2862 -4.9245 0.4784 -0.024 -0.017 0.046 0.18
N -1.2295 4.2562 -6.4128 0.027 -0.060 0.035 -0.55
C -0.4997 3.2777 -5.7475 -0.046 0.087 -0.038 0.96
C -0.4173 3.2620 -4.3611 -0.033 -0.214 -0.026 -0.85
C 0.3217 2.2665 -3.7469 0.058 0.192 0.076 -0.20
N 1.0135 1.3308 -4.4045 0.069 -0.019 -0.080 -0.21
C 0.9431 1.3712 -5.7375 0.000 0.014 0.083 -0.75
C 0.2112 2.3003 -6.4472 -0.002 -0.001 -0.071 -0.66
H -1.9579 4.6767 -5.8571 0.004 0.010 -0.016 0.25
H -1.5484 3.9972 -7.3323 -0.006 0.006 -0.001 0.21
H -0.9475 3.9796 -3.7491 -0.004 0.015 0.003 0.20
H 0.3185 2.2452 -2.6613 0.156 -0.019 -0.049 0.71
H 1.5009 0.6096 -6.2729 0.010 -0.012 0.012 0.39
H 0.1920 2.2638 -7.5301 -0.012 0.014 0.007 0.33
```
Forces are in eV/Å.

For the relative energy (zero: lowest compared OMol25 entry of this formula, charge and spin), the calculation gives 18.4 kcal per mole. Its net charge is -1. The calculation puts the molar mass at 988.77 g mol⁻¹. For the HOMO energy, the calculation gives -3.6 eV.